Computed, not measured: C22H15BCl2F4N4O3OsS2 as an isolated structure, with ωB97M-V/def2-TZVPD.

```
54
C22H15BCl2F4N4O3OsS2 | the OMol25 dataset | ωB97M-V/def2-TZVPD
Os -2.17976 -0.73877 -0.09784
Cl 0.25763 2.93192 -2.05014
Cl -3.11110 6.52093 0.11542
S -2.83763 -1.88687 -2.22949
S -2.83853 -2.64223 1.01485
F -0.60597 1.51303 3.93820
F -1.32225 -0.22748 2.61822
F -0.70418 1.76070 1.65207
F -2.64867 1.63894 2.86857
O -0.34124 -1.48165 -0.20504
O -3.82773 0.26302 0.46687
O -1.58272 0.97564 -0.93664
N -1.95675 -6.18221 0.49664
N 2.66817 -0.23275 -1.26083
N -1.95684 -5.25583 -3.37225
N 1.81695 -0.73999 -0.32032
C -2.47780 -3.76922 -0.26372
C -2.19406 -5.11047 0.15570
C 0.62108 -0.95623 -0.90190
C -3.97071 1.50819 0.57378
C 2.98682 -2.18487 1.25166
C -1.96240 2.19444 -0.68601
C 3.33910 -2.49022 2.55518
C 2.64770 0.43987 -3.64117
C 2.00424 -0.12715 -2.42545
C -3.13262 2.51343 0.03319
C 2.89830 -1.68487 3.60056
C -1.18902 3.27462 -1.16539
C -2.70444 4.86404 -0.18254
C 2.11351 -0.56949 3.35067
C -1.54595 4.57200 -0.91682
C 0.71562 -0.58087 -2.24639
C -3.48885 3.85389 0.28905
C 2.21308 -1.05610 1.02109
C -2.18575 -4.46831 -2.56715
C -2.47882 -3.45199 -1.59466
C 4.01325 0.18992 -0.92566
C 1.77248 -0.23976 2.04623
B -1.31883 1.18264 2.80172
H 1.97858 0.32543 -4.48991
H -0.92416 5.37833 -1.28079
H -4.86238 1.82368 1.11487
H 3.58766 -0.06240 -3.86997
H 1.73990 0.04450 4.15892
H 1.14824 0.61732 1.83269
H -4.37476 4.06917 0.87125
H -0.07729 -0.61626 -2.97145
H 4.28761 1.00964 -1.58367
H 3.28852 -2.81795 0.42628
H 4.02907 0.54171 0.10293
H 2.85184 1.50467 -3.51064
H 3.93841 -3.36731 2.75865
H 4.72395 -0.62853 -1.03810
H 3.15951 -1.94187 4.61868
```

Properties
**Expectation value of S²**: 6.024
**Net charge**: 0
**Calculated total energy**: -95893.5640 eV
**Multiplicity**: 5